(1)
{"formula": "C17H45ClNO9PS", "method": "ωB97M-V/def2-TZVPD", "homo_energy_ev": -9.389, "orbital_gap_ev": 8.73, "e_above_lowest_kj_mol": 0.00, "elements": ["N", "C", "O", "P", "C", "C", "C", "C", "S", "O", "O", "Cl", "H", "H", "H", "H", "H", "H", "H", "H", "H", "C", "C", "O", "H", "H", "H", "H", "H", "H", "C", "C", "O", "H", "H", "H", "H", "H", "H", "C", "C", "O", "H", "H", "H", "H", "H", "H", "C", "C", "O", "H", "H", "H", "H", "H", "H", "C", "C", "O", "H", "H", "H", "H", "H", "H", "C", "C", "O", "H", "H", "H", "H", "H", "H"], "coordinates": [[-1.068, 3.974, -3.184], [-0.323, 3.713, -2.371], [0.595, 3.820, -1.422], [0.770, 2.200, -0.793], [-0.562, 2.022, 0.504], [-0.108, 1.363, 1.855], [0.801, 0.100, 1.722], [0.172, -1.079, 0.914], [0.983, -1.379, -0.712], [2.220, -0.651, -0.884], [1.297, -2.796, -0.772], [-0.347, -1.077, -2.278], [2.039, 2.143, -0.130], [-0.940, 3.056, 0.707], [-1.430, 1.468, 0.083], [0.486, 2.117, 2.427], [-1.027, 1.192, 2.460], [1.799, 0.419, 1.350], [0.971, -0.274, 2.760], [-0.934, -1.027, 0.818], [0.370, -2.010, 1.493], [1.411, 5.250, -6.106], [1.570, 6.694, -5.673], [0.319, 7.372, -5.724], [1.012, 5.196, -7.120], [2.368, 4.724, -6.077], [0.704, 4.727, -5.456], [2.259, 7.219, -6.335], [1.962, 6.752, -4.652], [-0.285, 6.912, -5.129], [-4.315, -0.771, -3.546], [-4.393, 0.740, -3.434], [-3.515, 1.205, -2.411], [-4.581, -1.240, -2.597], [-4.987, -1.141, -4.323], [-3.295, -1.086, -3.785], [-5.402, 1.053, -3.175], [-4.117, 1.218, -4.379], [-2.621, 0.934, -2.654], [4.754, -3.924, 1.591], [4.318, -2.504, 1.285], [4.486, -1.671, 2.431], [4.175, -4.329, 2.424], [4.620, -4.569, 0.721], [5.806, -3.950, 1.889], [3.265, -2.479, 1.010], [4.900, -2.087, 0.458], [5.420, -1.685, 2.670], [-6.914, 5.138, -2.351], [-6.955, 3.623, -2.427], [-6.332, 3.164, -3.621], [-7.417, 5.577, -3.214], [-7.397, 5.498, -1.440], [-5.881, 5.497, -2.364], [-7.987, 3.270, -2.434], [-6.443, 3.178, -1.567], [-5.416, 3.469, -3.608], [2.424, -2.853, 6.280], [1.870, -1.935, 5.210], [0.540, -1.528, 5.535], [1.794, -3.736, 6.390], [3.438, -3.172, 6.032], [2.442, -2.349, 7.251], [1.836, -2.450, 4.249], [2.493, -1.042, 5.101], [0.575, -1.065, 6.380], [2.246, -8.001, 3.608], [2.158, -6.491, 3.722], [3.002, -6.016, 4.767], [1.957, -8.472, 4.549], [1.596, -8.372, 2.814], [3.272, -8.313, 3.395], [1.138, -6.184, 3.955], [2.456, -6.013, 2.782], [3.905, -6.279, 4.555]], "forces_ev_per_a": [[-1.9, -0.1, -2.0], [2.7, 1.3, 2.5], [-0.8, -1.2, 0.1], [-0.3, -1.6, -1.0], [0.2, 0.8, 0.9], [0.3, 0.6, -0.2], [-0.6, 0.5, 0.5], [-0.1, 0.3, 0.7], [2.8, -2.8, -0.1], [-1.6, 1.4, 0.2], [-1.6, 0.5, 0.2], [0.3, 0.3, 0.8], [-0.6, 1.0, 0.3], [0.2, -0.7, 0.0], [0.7, 0.3, -0.1], [-0.4, -0.5, -0.4], [0.6, -0.2, -0.4], [-0.6, -0.5, 0.0], [-0.1, 0.2, -0.8], [0.8, 0.2, -0.3], [0.1, 0.4, -0.9], [0.0, -0.1, 0.0], [-0.3, -0.2, 0.2], [0.0, 0.2, -0.1], [0.1, 0.1, 0.0], [0.0, 0.0, 0.0], [0.1, 0.0, 0.1], [-0.1, 0.1, 0.0], [0.2, 0.0, -0.1], [0.0, 0.0, -0.1], [0.0, 0.0, 0.0], [0.3, -0.4, 0.0], [0.0, 0.1, 0.2], [-0.1, 0.1, 0.0], [0.1, 0.0, 0.0], [0.0, 0.0, -0.1], [0.1, 0.1, 0.1], [-0.2, 0.0, -0.1], [-0.1, 0.1, 0.0], [-0.1, -0.1, 0.0], [0.4, -0.1, 0.2], [-0.2, 0.1, 0.1], [-0.1, 0.0, 0.0], [0.0, 0.0, 0.0], [0.0, 0.0, -0.1], [0.0, 0.1, 0.0], [-0.1, -0.1, -0.1], [-0.1, 0.0, 0.0], [-0.1, 0.1, 0.0], [0.4, 0.2, -0.1], [-0.2, 0.0, -0.1], [-0.1, -0.1, 0.0], [0.0, 0.0, 0.0], [0.0, 0.0, 0.1], [0.1, -0.1, -0.1], [-0.1, 0.0, 0.1], [-0.1, -0.1, 0.0], [0.0, -0.1, 0.0], [0.0, 0.1, 0.4], [-0.2, 0.0, -0.3], [0.1, 0.0, -0.1], [0.0, 0.0, 0.0], [0.1, 0.1, -0.1], [-0.1, 0.1, 0.0], [0.1, -0.1, -0.1], [0.0, -0.1, -0.1], [-0.1, -0.1, 0.0], [0.4, -0.2, 0.0], [-0.1, 0.2, 0.1], [-0.1, 0.1, 0.0], [0.1, 0.0, 0.0], [0.0, 0.0, -0.1], [0.1, 0.1, 0.1], [-0.2, 0.0, -0.1], [-0.1, 0.0, 0.0]]}

(2)
{"formula": "C17H45F3NO11PSi2", "method": "ωB97M-V/def2-TZVPD", "homo_energy_ev": -5.588, "orbital_gap_ev": 3.53, "elements": ["C", "C", "C", "O", "C", "Si", "O", "Si", "C", "O", "C", "F", "F", "F", "P", "O", "H", "H", "H", "H", "H", "H", "H", "H", "H", "H", "H", "H", "H", "H", "H", "H", "C", "O", "H", "H", "H", "H", "C", "C", "O", "N", "C", "H", "H", "H", "H", "H", "H", "H", "H", "C", "C", "O", "C", "O", "O", "C", "H", "H", "H", "H", "H", "H", "H", "H", "O", "H", "C", "C", "C", "O", "H", "H", "H", "H", "H", "H", "H", "H"], "coordinates": [[-1.985, 1.548, -1.918], [-0.791, 2.352, -2.444], [-0.853, 3.825, -2.080], [-1.272, 4.068, -0.745], [-0.215, 3.929, 0.238], [-0.899, 2.685, 1.466], [-0.200, 2.770, 3.000], [1.070, 1.778, 3.386], [0.639, -0.066, 3.069], [1.520, -1.029, 3.694], [2.755, -1.191, 3.144], [3.710, -0.608, 3.929], [3.033, -2.528, 3.126], [2.856, -0.730, 1.881], [2.909, 2.525, 2.356], [3.012, 3.997, 2.636], [-2.159, 0.703, -2.582], [-1.762, 1.163, -0.925], [-2.870, 2.184, -1.926], [-0.806, 2.286, -3.536], [0.169, 1.925, -2.147], [-1.597, 4.310, -2.721], [0.104, 4.299, -2.293], [-0.098, 4.895, 0.734], [0.738, 3.642, -0.237], [-0.827, 1.315, 0.898], [-2.344, 2.965, 1.656], [1.276, 1.870, 4.845], [-0.321, -0.214, 3.569], [0.455, -0.297, 2.021], [2.790, 2.289, 0.938], [4.093, 1.884, 2.798], [-1.169, -3.240, 4.252], [-0.017, -3.562, 3.493], [-1.725, -4.160, 4.420], [-0.897, -2.812, 5.221], [-1.813, -2.532, 3.715], [0.470, -2.742, 3.351], [-3.064, -1.693, 0.146], [-4.179, -1.009, -0.565], [-4.126, -0.417, -1.584], [-5.567, -1.058, 0.078], [-6.176, -2.431, 0.087], [-2.147, -1.147, -0.064], [-3.226, -1.717, 1.226], [-2.970, -2.716, -0.222], [-5.499, -0.708, 1.037], [-6.121, -0.410, -0.488], [-7.106, -2.387, 0.646], [-5.487, -3.118, 0.567], [-6.370, -2.725, -0.940], [0.934, 1.855, -9.929], [0.904, 2.452, -8.538], [-0.434, 2.790, -8.139], [-1.174, 1.776, -7.710], [-0.831, 0.628, -7.614], [-2.380, 2.251, -7.391], [-3.297, 1.254, -6.953], [0.439, 2.518, -10.639], [1.964, 1.698, -10.250], [0.416, 0.897, -9.953], [1.457, 3.388, -8.515], [1.354, 1.784, -7.805], [-2.869, 0.657, -6.149], [-3.590, 0.611, -7.782], [-4.178, 1.770, -6.580], [2.298, 2.616, -1.200], [3.248, 2.586, -1.372], [3.935, -4.636, 6.785], [5.350, -4.587, 6.226], [6.049, -3.291, 6.606], [5.320, -4.731, 4.809], [3.336, -3.817, 6.377], [3.445, -5.569, 6.503], [3.935, -4.557, 7.873], [5.922, -5.436, 6.605], [5.511, -2.433, 6.194], [7.060, -3.268, 6.197], [6.109, -3.173, 7.689], [4.819, -3.994, 4.446]], "forces_ev_per_a": [[0.6, 0.2, -0.6], [0.1, -0.2, -0.2], [-0.2, 0.0, -0.3], [0.2, -0.1, 0.2], [-0.3, 0.0, -0.1], [-0.2, 1.0, -0.3], [0.3, -1.1, -0.8], [0.0, 0.0, 0.9], [-0.7, 0.6, -0.1], [0.6, 0.0, -0.6], [0.3, -0.6, 0.4], [-0.8, -0.4, -1.0], [-0.1, 1.1, 0.0], [0.1, -0.2, 1.1], [0.8, 1.6, -1.1], [-0.3, -0.1, 0.4], [0.0, -0.1, 0.0], [-0.3, 0.1, 0.1], [-0.2, -0.1, 0.3], [0.1, 0.1, -0.1], [0.1, 0.0, 0.2], [-0.1, 0.1, 0.2], [0.2, 0.0, 0.2], [0.2, 0.1, 0.0], [0.1, -0.1, 0.1], [0.2, -0.2, 0.3], [0.0, -0.1, 0.1], [0.0, 0.0, 0.0], [0.0, -0.1, 0.1], [0.3, -0.1, -0.1], [-0.1, -0.4, 0.0], [-0.3, -0.6, 0.0], [0.3, 0.0, -0.1], [-0.3, 0.0, -0.1], [0.0, 0.0, 0.0], [-0.1, 0.0, 0.0], [-0.1, 0.0, 0.1], [0.2, -0.1, 0.1], [-0.3, 0.0, 0.5], [0.9, 0.3, -0.7], [-0.5, -0.3, 0.1], [0.0, -0.2, 0.3], [-0.1, 0.1, 0.0], [0.0, 0.0, -0.1], [0.0, -0.1, 0.0], [0.0, 0.0, 0.0], [-0.1, 0.1, -0.1], [-0.1, 0.0, 0.1], [0.0, 0.0, 0.0], [0.0, 0.0, 0.0], [0.1, 0.0, 0.0], [-0.2, -0.1, 0.0], [0.4, 0.0, -0.1], [0.0, 0.1, 0.0], [0.0, 0.1, 0.0], [0.0, -0.2, 0.0], [-0.1, 0.1, 0.0], [-0.2, -0.1, 0.1], [0.1, 0.1, 0.0], [0.0, 0.0, 0.0], [0.1, 0.0, 0.1], [-0.1, 0.1, 0.0], [-0.1, -0.1, 0.0], [0.1, -0.1, -0.1], [0.1, -0.1, 0.0], [0.1, 0.2, -0.1], [-0.2, -0.2, 0.5], [-0.2, 0.1, -0.1], [0.0, -0.2, 0.0], [-0.3, 0.5, 0.0], [0.2, 0.0, 0.0], [0.1, -0.2, 0.0], [0.0, 0.1, 0.0], [0.0, 0.0, 0.0], [0.0, 0.0, 0.0], [0.0, -0.1, -0.1], [-0.1, 0.0, 0.0], [0.0, 0.0, 0.0], [0.0, 0.0, 0.0], [0.0, 0.0, 0.0]]}

(3)
{"formula": "C17H45GaN2PS2", "method": "ωB97M-V/def2-TZVPD", "homo_energy_ev": -4.262, "orbital_gap_ev": 6.96, "charge": -1, "elements": ["C", "C", "Ga", "C", "C", "C", "S", "P", "S", "H", "H", "H", "H", "H", "H", "H", "H", "H", "H", "H", "H", "H", "H", "H", "C", "C", "N", "C", "C", "C", "C", "H", "H", "H", "H", "H", "H", "H", "H", "H", "H", "H", "H", "H", "H", "H", "C", "C", "N", "C", "C", "C", "C", "H", "H", "H", "H", "H", "H", "H", "H", "H", "H", "H", "H", "H", "H", "H"], "coordinates": [[1.830, 2.518, -1.628], [1.397, 1.101, -1.203], [2.871, -0.238, -0.851], [3.771, -0.925, -2.539], [4.045, 0.148, -3.616], [5.526, 0.529, -3.751], [6.397, -0.223, -5.158], [4.536, 0.664, 0.625], [4.180, 0.500, 2.580], [1.031, 3.241, -1.433], [2.724, 2.862, -1.107], [2.013, 2.561, -2.703], [0.765, 1.188, -0.315], [0.788, 0.676, -2.007], [2.264, -1.483, -0.038], [4.721, -1.381, -2.246], [3.146, -1.716, -2.954], [3.511, 1.070, -3.381], [3.660, -0.179, -4.584], [6.073, 0.194, -2.871], [5.651, 1.608, -3.824], [5.364, -0.197, -5.998], [4.901, 1.992, 0.303], [5.757, 0.033, 0.302], [-2.101, 2.733, -2.738], [-3.306, 3.184, -1.932], [-3.888, 2.113, -1.144], [-5.192, 2.435, -0.601], [-5.293, 3.574, 0.422], [-2.966, 1.435, -0.242], [-2.217, 2.284, 0.793], [-2.346, 1.870, -3.358], [-1.771, 3.542, -3.393], [-1.255, 2.469, -2.102], [-4.082, 3.541, -2.616], [-3.013, 4.053, -1.319], [-5.603, 1.523, -0.160], [-5.842, 2.678, -1.449], [-4.886, 3.290, 1.392], [-6.341, 3.842, 0.573], [-4.770, 4.470, 0.083], [-2.221, 0.914, -0.847], [-3.522, 0.646, 0.272], [-1.791, 3.184, 0.346], [-1.389, 1.706, 1.205], [-2.853, 2.585, 1.625], [-0.837, -1.892, 0.890], [-0.543, -2.044, 2.372], [-1.259, -3.151, 2.993], [-1.204, -3.130, 4.441], [0.163, -3.293, 5.118], [-1.058, -4.443, 2.363], [0.382, -4.956, 2.217], [-1.912, -1.818, 0.705], [-0.353, -0.987, 0.522], [-0.439, -2.721, 0.305], [-0.852, -1.131, 2.890], [0.546, -2.113, 2.500], [-1.884, -3.904, 4.813], [-1.632, -2.174, 4.761], [0.531, -4.316, 5.057], [0.080, -3.038, 6.178], [0.912, -2.634, 4.680], [-1.504, -4.402, 1.366], [-1.653, -5.175, 2.918], [1.047, -4.184, 1.828], [0.404, -5.791, 1.513], [0.794, -5.313, 3.160]], "forces_ev_per_a": [[-0.4, -0.1, 0.0], [0.4, 0.4, -0.1], [-0.6, -0.5, -0.2], [0.2, 0.5, 0.0], [0.0, -0.1, 0.2], [-0.1, 0.2, 0.0], [0.2, -0.2, 0.1], [-0.3, -0.1, 0.2], [0.0, 0.1, 0.2], [0.1, 0.1, 0.0], [0.0, 0.1, 0.0], [0.2, 0.0, 0.0], [0.0, -0.2, 0.0], [-0.2, -0.1, 0.1], [0.2, 0.0, 0.1], [0.0, -0.2, -0.1], [0.0, -0.1, 0.1], [-0.1, 0.0, 0.0], [0.0, 0.1, -0.1], [0.0, 0.0, 0.0], [0.0, 0.0, 0.0], [-0.1, 0.0, -0.2], [0.1, 0.0, -0.1], [0.2, 0.1, -0.1], [0.1, 0.0, -0.1], [0.1, 0.0, 0.0], [0.0, 0.0, 0.0], [-0.1, 0.0, 0.0], [0.0, 0.0, 0.0], [0.2, -0.1, 0.1], [0.0, -0.1, 0.0], [0.0, 0.0, 0.0], [0.0, 0.0, 0.0], [0.0, 0.0, 0.0], [0.0, 0.0, 0.0], [0.0, 0.0, 0.0], [0.0, 0.0, 0.0], [0.0, 0.0, 0.0], [0.0, 0.0, 0.0], [0.0, 0.0, 0.0], [0.0, 0.0, 0.0], [0.0, 0.0, 0.0], [-0.1, 0.0, 0.0], [0.0, 0.0, 0.0], [0.0, 0.0, 0.0], [0.0, 0.0, 0.0], [-0.1, 0.1, 0.0], [0.1, 0.0, 0.0], [0.0, 0.0, 0.0], [0.0, 0.0, 0.1], [0.0, 0.0, 0.0], [0.0, -0.1, -0.1], [0.0, 0.0, 0.0], [0.0, 0.0, 0.0], [0.0, 0.0, 0.0], [0.0, 0.0, 0.0], [0.0, 0.0, 0.0], [0.0, 0.0, 0.0], [0.0, 0.0, 0.0], [0.0, 0.0, 0.0], [0.0, 0.0, 0.0], [0.0, 0.0, 0.0], [0.0, 0.0, 0.0], [0.0, 0.0, 0.0], [0.0, 0.0, 0.0], [0.0, 0.0, 0.0], [0.0, 0.0, 0.0], [0.0, 0.0, 0.0]]}

Number 1: total energy -70918.5649 eV. Number 2: total energy -75564.2841 eV. Number 3: total energy -104675.1927 eV.